ORCA calculation (ωB97M-V with the def2-TZVPD basis set) on 2 unconnected molecules or ions with the total composition C15H31N2O2P.

Energy   -1191.2800 Ha
LUMO level   -1.46 eV
Orbital gap   2.997 eV
Charge   0
F_max   1.8 eV/Å

Positions of all 51 atoms, in Å:
C1 -4.906 -0.458 0.315
C2 -3.517 0.121 0.402
P1 -2.889 0.424 -1.306
C3 -2.874 -1.216 -2.144
C4 -2.319 -2.372 -1.305
C5 -1.086 0.795 -0.999
C6 -0.186 1.272 -2.156
C7 0.983 1.757 -1.318
N1 0.601 2.104 -0.164
C8 1.401 2.576 0.953
C9 1.682 1.509 2.039
C10 3.184 1.388 2.287
C11 3.907 0.756 1.102
N2 3.666 -0.689 0.996
C12 4.922 -1.347 0.518
C13 2.658 -1.022 0.009
C14 1.576 -1.931 0.486
O1 2.718 -0.626 -1.114
C15 -0.865 1.970 -0.090
H1 -5.594 0.217 -0.177
H2 -4.909 -1.441 -0.160
H3 -5.283 -0.598 1.323
H4 -2.821 -0.569 0.888
H5 -3.431 1.067 0.936
H6 -2.248 -1.118 -3.025
H7 -3.881 -1.476 -2.443
H8 -1.392 -2.138 -0.787
H9 -2.099 -3.200 -1.973
H10 -3.041 -2.745 -0.589
H11 -0.634 -0.146 -0.689
H12 -0.555 2.086 -2.778
H13 0.141 0.445 -2.770
H14 2.025 1.792 -1.586
H15 2.357 2.954 0.622
H16 0.848 3.378 1.421
H17 1.290 0.527 1.806
H18 1.236 1.827 2.971
H19 3.366 0.732 3.129
H20 3.624 2.356 2.515
H21 4.965 0.868 1.295
H22 3.691 1.312 0.186
H23 5.538 -1.575 1.380
H24 4.698 -2.268 0.002
H25 5.458 -0.676 -0.144
H26 1.224 -2.552 -0.321
H27 0.777 -1.400 0.983
H28 2.031 -2.599 1.212
H29 -1.362 1.990 0.870
H30 -1.295 2.807 -0.647
O2 -6.338 -2.705 -1.162
H31 -7.043 -2.163 -0.799